(1)
The following is a quantum chemistry calculation of a single CH3NO2S molecule in a non-equilibrium geometry, from OMol25.

Results
Orbital gap (alpha / beta), eV: 7.5714 / 7.3845
LUMO (alpha / beta), eV: 0.7 / -3.0
2S+1: 3
⟨S²⟩: 2.01

Cartesian coordinates (Å):
H  1.63364  0.13956  -0.16314
H  0.59364  0.91590  0.82965
O  -1.64069  1.17037  0.51140
S  -0.07980  -1.22930  0.42773
C  -0.98942  0.26892  -0.16633
N  1.09448  0.06814  0.64596
O  0.26165  -1.83894  -0.78122
H  -0.87351  0.50534  -1.30405

Need the natural (NBO) charges? In units of e they are:
1. H 0.38
2. H 0.39
3. O -0.34
4. S 1.50
5. C -0.30
6. N -0.99
7. O -0.90
8. H 0.25

(2)
The following is a quantum chemistry calculation of a 3-piece molecular cluster, C5H12O overall in a non-equilibrium geometry, from OMol25.

Results
Orbital gap, eV: 9.9392
LUMO, eV: 0.7
SMILES string: C=CC.C=O.C

Cartesian coordinates (Å):
H  0.98408  -2.48357  -1.18350
H  -0.15041  2.42448  0.73512
H  1.43863  1.61470  0.58082
H  -0.53925  -0.09049  0.73130
H  0.83564  2.66151  -0.71264
H  -0.82430  -2.05676  -1.29088
H  -1.09654  0.90282  -1.04915
C  -0.85613  -0.24702  1.76676
C  -0.04793  0.81806  -0.76137
H  1.75770  -0.23194  -0.99923
H  -1.14172  0.73572  2.13440
O  0.01451  -2.22922  0.55691
H  0.45527  -0.53660  -2.28148
C  0.53694  1.93062  0.04669
C  0.73492  -0.09685  -1.33846
H  -0.02555  -0.66669  2.33940
H  -1.68739  -0.95281  1.76655
C  0.06648  -2.19646  -0.64871

Atomic partial charges in e from the natural (NBO) method, atoms 1 to 8:
1. H 0.12
2. H 0.22
3. H 0.22
4. H 0.21
5. H 0.23
6. H 0.11
7. H 0.21
8. C -0.82

(3)
The following is a quantum chemistry calculation of a 2-piece molecular cluster, C4H10NO2 overall, from OMol25.

Results
Orbital gap, eV: 7.3781
LUMO, eV: 4.2
Charge: -1

Cartesian coordinates (Å):
H  1.17081  -1.21623  2.86964
H  0.18539  1.72904  -0.14977
H  -0.82062  0.29436  -2.39601
C  -0.13447  -0.86041  1.25083
H  -1.24370  -0.07213  -0.10612
O  -1.32352  -0.38275  0.84931
C  0.21451  1.64179  -1.26225
H  1.32397  -0.52105  -0.24951
H  -0.06155  2.64168  -1.69167
N  -1.08376  0.74120  -1.51872
H  0.22588  -1.83301  -0.63235
O  1.28047  1.08694  -1.76585
H  -1.83042  1.38214  -1.79352
C  0.78744  -1.37574  0.18253
C  0.21372  -0.83290  2.54500
H  1.52519  -2.06302  0.59286
H  -0.42935  -0.35988  3.27560

Atomic partial charges in e from the natural (NBO) method, atoms 1 to 8:
1. H 0.18
2. H 0.07
3. H 0.36
4. C 0.37
5. H 0.51
6. O -0.75
7. C 0.16
8. H 0.29

(4)
The following is a quantum chemistry calculation of a single C3H4O3 molecule in a non-equilibrium geometry, from OMol25.

Results
Orbital gap, eV: 10.3372
LUMO, eV: 0.6
SMILES string: C=COC(=O)O

Cartesian coordinates (Å):
H  -0.70851  -0.85810  -1.98138
C  0.92810  -0.30152  0.67701
O  0.65281  -0.99039  -0.46849
C  -1.32127  0.27679  -0.25468
H  -1.17461  0.38479  0.81762
O  1.19866  0.99438  0.39822
C  -0.52526  -0.50138  -0.97919
H  -2.15507  0.79802  -0.69258
O  0.94573  -0.79431  1.76111
H  2.13123  0.92107  0.64617

Atomic partial charges in e from the natural (NBO) method, atoms 1 to 8:
1. H 0.20
2. C 0.97
3. O -0.51
4. C -0.50
5. H 0.21
6. O -0.69
7. C 0.13
8. H 0.22

(5)
The following is a quantum chemistry calculation of a single C4H6O2 molecule in a non-equilibrium geometry, from OMol25.

Results
Orbital gap, eV: 8.5793
LUMO, eV: 0.7
SMILES string: C=COC(=C)O

Cartesian coordinates (Å):
H  -0.94865  -1.85825  0.60377
H  0.59077  0.72202  -2.17575
H  0.22821  -1.00827  -1.75892
C  0.47122  -0.01911  -1.39444
C  -1.67329  0.15051  0.82761
C  1.18132  0.10350  -0.22932
H  -1.47480  1.20617  0.69378
C  -0.77176  -0.79387  0.57422
O  0.77814  -0.59361  0.82222
H  2.23549  1.13122  0.93091
O  2.05360  1.11040  -0.02334
H  -2.67024  -0.15071  1.12925

Atomic partial charges in e from the natural (NBO) method, atoms 1 to 8:
1. H 0.20
2. H 0.21
3. H 0.22
4. C -0.68
5. C -0.47
6. C 0.63
7. H 0.22
8. C 0.16

(6)
The following is a quantum chemistry calculation of C18H19BrIrNO4S as an isolated structure, from OMol25.

Results
Orbital gap, eV: 6.1684
LUMO, eV: -7.9
Charge: +2

Cartesian coordinates (Å):
O  -0.18531  1.95024  -1.54685
H  -1.63641  -5.15607  -2.39760
C  -3.45956  5.55091  -2.83703
H  0.10214  -2.46723  1.59512
C  -2.21421  5.20139  -3.34533
H  -2.82523  -0.54461  0.07727
H  3.48863  -0.33478  1.25378
Br  -5.70970  5.32246  -1.11615
C  1.54556  -0.13252  2.18999
H  -1.79326  5.76960  -4.16269
H  -3.99993  6.38834  -3.25769
C  -0.34014  -1.66814  2.18985
C  2.44573  -0.59098  1.07607
O  1.99016  0.06221  -0.14107
C  -1.52175  4.13342  -2.80992
C  0.94434  -2.26292  -1.86014
H  1.62617  0.94309  2.35780
H  2.29526  -3.52937  -2.90778
S  -2.82974  -2.76073  -0.93920
H  -3.78217  3.20336  -0.41627
C  -4.02567  4.83240  -1.78612
C  2.86603  1.11580  -0.64832
C  -0.91909  -4.36178  -2.24238
H  2.36665  -1.66399  0.89903
C  -2.21642  -1.28047  -0.42663
H  0.68454  -5.36278  -3.22093
Ir  -0.05617  0.59520  -0.11456
H  1.73938  -0.64495  3.13091
C  -2.09726  3.41866  -1.75383
C  1.29313  -3.42391  -2.51533
C  -3.35224  3.76213  -1.23581
H  -0.55496  3.84638  -3.19913
H  3.85632  0.69199  -0.79538
C  -1.27683  -3.18842  -1.57944
H  -0.10998  -1.79532  3.24468
C  0.37477  -4.46769  -2.69982
O  -1.83751  1.54640  -0.24860
H  1.65027  -1.45483  -1.74844
H  -1.41689  -1.64682  2.06394
C  -1.39448  2.30892  -1.18528
N  -0.94135  -1.08176  -0.68522
C  -0.36009  -2.15488  -1.37675
O  0.17193  -0.37093  1.78276
H  2.44777  1.43522  -1.59824
H  2.90727  1.94675  0.05701

Atomic partial charges in e from the natural (NBO) method, atoms 1 to 8:
1. O -0.63
2. H 0.26
3. C -0.14
4. H 0.20
5. C -0.20
6. H 0.28
7. H 0.24
8. Br 0.14